Entry 1:
Molecular formula: C3H6N2O
Method: DFT, ωB97M-V with the def2-TZVPD basis set

Each line ends with the Mulliken charge.
Atoms and positions in Å:
C (1.7706, 0.2026, 0.4468)  -0.87
N (0.5116, 0.9064, 0.2691)  -0.50
C (-0.4564, 0.1868, -0.1447)  0.50
N (-0.4560, -1.1613, -0.4459)  -0.52
C (-1.7762, 0.8647, -0.3449)  0.11
O (-2.7767, 0.2484, -0.6353)  -0.52
H (1.8989, -0.5951, -0.2979)  0.34
H (2.6053, 0.9029, 0.3636)  0.28
H (1.8233, -0.2482, 1.4482)  0.30
H (-1.3776, -1.4912, -0.7047)  0.28
H (-0.0087, -1.7709, 0.2231)  0.22
H (-1.7580, 1.9550, -0.1774)  0.37

Computed properties:
Structure (SMILES): C/N=C(\N)C=O
Relative energy (zero: lowest compared OMol25 entry of this formula, charge and spin), kcal/mol: 29.2
Molecular weight, g mol⁻¹: 86.09
LUMO energy, eV: 0.2
Frontier orbital gap, eV: 9.994
Max |F|, eV Å⁻¹: 0.56
E_HOMO, eV: -9.76

Entry 2:
Molecular formula: C10H9NO2
Method: DFT, ωB97M-V with the def2-TZVPD basis set

Each line ends with the Mulliken charge.
Atoms and positions in Å:
C (0.9360, 2.2438, 0.4654)  -1.10
C (0.5552, 0.9654, 0.4326)  0.27
C (-0.8310, 0.4834, 0.1626)  0.73
C (-2.0487, 1.1189, 0.0824)  -0.29
C (-3.2158, 0.3919, 0.0809)  -0.69
C (-3.1831, -0.9449, -0.1482)  -0.64
C (-2.0035, -1.6355, 0.0150)  -0.44
C (-0.8091, -0.9295, 0.1070)  0.25
C (0.6315, -1.3371, 0.2310)  0.19
O (1.0663, -2.4449, 0.0432)  -0.61
N (1.3996, -0.1875, 0.4382)  0.30
O (2.8161, -0.2749, 0.5874)  -0.34
C (3.4840, -0.3195, -0.7390)  -0.55
H (2.0280, 2.4080, 0.4425)  0.28
H (0.1181, 2.8833, 0.5710)  0.28
H (-1.9187, 2.2323, 0.2277)  0.17
H (-4.1292, 0.8443, 0.1057)  0.44
H (-3.9753, -1.6314, -0.2261)  0.41
H (-1.8686, -2.6443, -0.0010)  0.55
H (4.4335, -0.4534, -0.3002)  0.28
H (3.5197, 0.4873, -1.4197)  0.26
H (2.9948, -1.2556, -1.1583)  0.25

Computed properties:
Structure (SMILES): C=C1c2ccccc2C(=O)N1OC
Relative energy (zero: lowest compared OMol25 entry of this formula, charge and spin), kcal/mol: 82.3
Molecular weight, g mol⁻¹: 175.19
LUMO energy, eV: 0.2
Frontier orbital gap, eV: 8.952
Max |F|, eV Å⁻¹: 4.01
E_HOMO, eV: -8.76

Entry 3:
Molecular formula: C32H86O12
Method: DFT, ωB97M-V with the def2-TZVPD basis set

Each line ends with the Mulliken charge.
Atoms and positions in Å:
C (-3.6559, -10.0443, 22.7507)  -0.37
C (-4.0266, -11.4204, 22.1954)  -0.33
C (-3.0284, -11.8884, 21.1206)  -0.22
O (-4.0251, -12.3850, 23.2438)  -0.60
H (-2.6748, -10.0237, 23.2254)  0.28
H (-4.3075, -9.9746, 23.6217)  0.46
H (-3.8894, -9.2320, 22.0624)  -0.12
H (-4.9908, -11.3009, 21.7012)  0.40
H (-2.9467, -11.0658, 20.4101)  -0.05
H (-3.3828, -12.7455, 20.5479)  0.38
H (-2.0086, -12.0549, 21.4676)  -0.10
H (-3.1755, -12.3016, 23.6829)  0.37
C (3.9250, -10.1422, 19.3077)  -0.84
C (4.7898, -11.3796, 19.2666)  0.46
C (6.2459, -11.1577, 19.8362)  -1.41
O (4.2173, -12.3190, 20.1217)  -0.49
H (2.8963, -10.3738, 19.0318)  -0.15
H (4.2869, -9.3647, 18.6350)  0.56
H (3.7660, -9.7738, 20.3212)  0.17
H (4.9500, -11.7312, 18.2474)  0.27
H (6.7124, -12.1307, 19.6822)  0.40
H (6.2472, -10.8721, 20.8882)  0.29
H (6.8036, -10.3508, 19.3609)  0.38
H (4.6342, -13.1610, 19.9245)  0.25
C (-0.9729, -2.7519, 18.1748)  -1.72
C (-1.7215, -4.0647, 17.9358)  2.12
C (-2.7372, -3.9928, 16.7922)  -1.30
O (-0.7428, -4.9696, 17.5297)  -0.64
H (-1.6758, -1.9251, 18.2769)  0.53
H (-0.2999, -2.4797, 17.3617)  0.30
H (-0.3524, -2.7558, 19.0709)  0.21
H (-2.2549, -4.3448, 18.8441)  -0.67
H (-3.6762, -4.4134, 17.1519)  0.09
H (-2.4981, -4.6104, 15.9264)  0.34
H (-2.9393, -2.9788, 16.4472)  0.42
H (-0.1974, -5.1126, 18.3068)  0.39
C (3.1201, -10.4735, 24.6932)  -1.17
C (1.6214, -10.1378, 24.4818)  0.05
C (1.3641, -8.9314, 23.4886)  -0.30
O (0.9257, -11.3109, 24.0062)  -0.60
H (3.5331, -10.7307, 23.7178)  0.09
H (3.1973, -11.3339, 25.3580)  0.35
H (3.6407, -9.6130, 25.1135)  0.40
H (1.1318, -10.0324, 25.4500)  0.41
H (0.2805, -8.8165, 23.5125)  0.13
H (1.8170, -9.2656, 22.5552)  -0.22
H (1.8134, -8.0322, 23.9101)  0.47
H (1.1879, -11.5387, 23.1113)  0.34
C (-5.8646, -8.6869, 17.8273)  -1.37
C (-4.8117, -8.7192, 16.7420)  0.84
C (-4.1015, -7.3971, 16.6883)  -1.30
O (-3.8362, -9.6869, 17.1460)  -0.52
H (-5.4422, -8.5922, 18.8277)  0.10
H (-6.3656, -9.6534, 17.8814)  0.42
H (-6.5441, -7.8355, 17.7909)  0.41
H (-5.3037, -8.9523, 15.7977)  0.18
H (-3.5592, -7.0902, 17.5826)  0.09
H (-4.7650, -6.5931, 16.3698)  0.63
H (-3.3513, -7.3687, 15.8980)  0.35
H (-2.9730, -9.2932, 16.9996)  0.14
C (-5.2323, -5.7338, 19.5757)  -0.81
C (-5.5001, -4.6066, 20.6171)  1.79
C (-4.3016, -3.6753, 20.7988)  -2.04
O (-6.6512, -3.8564, 20.2919)  -0.60
H (-4.2476, -6.1796, 19.7162)  -0.04
H (-5.3896, -5.4106, 18.5467)  0.29
H (-6.0103, -6.4775, 19.7481)  0.46
H (-5.6283, -5.1229, 21.5685)  -1.04
H (-4.0994, -3.2359, 19.8220)  0.66
H (-3.4333, -4.1777, 21.2253)  0.25
H (-4.5734, -2.9118, 21.5276)  0.59
H (-6.4799, -2.9618, 20.5952)  0.41
C (2.1330, -3.7133, 20.4785)  -1.39
C (2.0543, -5.0960, 19.8569)  0.83
C (2.7324, -6.0828, 20.7810)  -1.39
O (0.6882, -5.3373, 19.7689)  -0.35
H (3.1474, -3.3453, 20.3247)  0.38
H (2.0693, -3.7038, 21.5666)  0.37
H (1.2916, -3.0476, 20.2860)  0.22
H (2.4915, -5.0921, 18.8584)  0.24
H (3.8193, -6.0057, 20.7509)  0.53
H (2.5301, -7.0746, 20.3765)  0.17
H (2.4682, -6.0456, 21.8378)  0.32
H (0.6896, -6.2918, 19.6664)  -0.02
C (-5.8641, -7.1469, 23.6277)  -0.99
C (-4.6966, -6.5224, 24.3917)  0.68
C (-3.8207, -5.4791, 23.7236)  -0.72
O (-5.1557, -6.0733, 25.6238)  -0.61
H (-6.5902, -7.5488, 24.3344)  0.33
H (-5.5431, -8.0078, 23.0412)  0.12
H (-6.3500, -6.4526, 22.9421)  0.33
H (-4.0985, -7.3887, 24.6742)  0.03
H (-3.3882, -5.8794, 22.8066)  -0.14
H (-2.9157, -5.3809, 24.3231)  0.43
H (-4.2142, -4.4772, 23.5516)  0.29
H (-5.8193, -5.3960, 25.4741)  0.35
C (-1.2925, -10.5980, 15.0167)  -1.50
C (-0.6568, -10.3465, 16.3793)  0.60
C (0.8599, -10.4622, 16.2648)  -1.39
O (-0.9571, -9.0586, 16.8673)  0.00
H (-1.1526, -11.6331, 14.7050)  0.40
H (-0.8135, -9.9546, 14.2787)  0.40
H (-2.3270, -10.2555, 14.9928)  0.29
H (-1.0077, -11.0995, 17.0849)  0.21
H (1.1238, -11.4603, 15.9153)  0.48
H (1.3867, -10.2356, 17.1917)  0.09
H (1.2311, -9.7927, 15.4889)  0.39
H (-0.8261, -8.4165, 16.1657)  0.07
C (-1.6743, -7.6846, 20.3054)  0.04
C (-0.3353, -8.3271, 20.2427)  0.21
C (-0.3586, -9.8854, 20.2383)  0.08
O (0.2792, -7.9528, 19.0328)  -0.45
H (-2.1865, -7.9569, 19.3826)  -0.35
H (-1.6468, -6.5969, 20.2401)  0.15
H (-2.3105, -7.8460, 21.1756)  -0.05
H (0.3297, -7.9930, 21.0391)  0.53
H (-0.6869, -10.3109, 21.1866)  0.45
H (0.5922, -10.2822, 19.8824)  -0.74
H (-1.0936, -10.1174, 19.4675)  -0.01
H (-0.1782, -8.4394, 18.3431)  -0.01
O (-0.0523, -14.5475, 19.6241)  -0.59
C (0.8244, -13.4891, 19.8400)  0.43
C (1.3443, -13.5267, 21.2929)  -0.70
O (1.9967, -12.3272, 21.5766)  -0.21
H (-0.4925, -14.4700, 18.7745)  0.34
H (1.6472, -13.4731, 19.1252)  0.38
H (0.3172, -12.5257, 19.7893)  -0.36
H (1.8353, -14.4676, 21.5412)  0.38
H (0.4561, -13.6277, 21.9165)  0.35
H (2.8094, -12.3008, 21.0664)  0.18

Computed properties:
Structure (SMILES): CC(C)O.CC(C)O.CC(C)O.CC(C)O.CC(C)O.CC(C)O.CC(C)O.CC(C)O.CC(C)O.CC(C)O.OCCO
Relative energy (zero: lowest compared OMol25 entry of this formula, charge and spin), kcal/mol: 0.0
Molecular weight, g mol⁻¹: 663.03
LUMO energy, eV: 0.2
Frontier orbital gap, eV: 9.688
Max |F|, eV Å⁻¹: 3.04
E_HOMO, eV: -9.46

Entry 4:
Molecular formula: C24H16Br2CoFN3O2S2
Method: DFT, ωB97M-V with the def2-TZVPD basis set

Each line ends with the Mulliken charge.
Atoms and positions in Å:
Co (0.2243, -0.0310, 0.8721)  -0.19
Br (5.5317, -3.2880, -1.0458)  -0.10
C (3.9770, -2.3724, -0.5571)  -0.22
C (3.2455, -1.6753, -1.5053)  -0.83
C (2.0998, -1.0143, -1.1010)  0.11
N (1.6906, -1.0363, 0.1683)  0.47
C (2.3996, -1.7086, 1.0922)  0.70
C (3.5520, -2.3957, 0.7661)  -0.72
C (1.7935, -1.6725, 2.4384)  0.77
C (2.3569, -2.2231, 3.5739)  -0.88
C (1.6373, -2.1564, 4.7598)  -0.06
Br (2.3579, -2.8844, 6.3239)  -0.09
C (0.3885, -1.5530, 4.7797)  -0.83
C (-0.0917, -1.0073, 3.6047)  -0.11
N (0.5965, -1.0641, 2.4659)  0.37
H (3.5533, -1.6395, -2.5397)  0.51
H (1.4930, -0.4446, -1.7963)  0.14
H (4.1090, -2.9419, 1.5116)  0.51
H (3.3280, -2.6923, 3.5500)  0.51
H (-0.1918, -1.4947, 5.6878)  0.46
H (-1.0431, -0.4950, 3.5651)  0.50
F (-2.0932, -2.1083, -5.1303)  -0.33
C (-1.8553, -1.8861, -3.8303)  0.47
C (-0.8959, -2.6558, -3.1915)  -0.84
C (-0.6627, -2.4313, -1.8487)  -0.21
C (-1.3580, -1.4374, -1.1487)  0.18
C (-1.1602, -1.2483, 0.2944)  -0.91
C (-2.3110, -0.6817, -1.8363)  -0.17
C (-2.5780, -0.9093, -3.1757)  -0.81
H (-0.3729, -3.4244, -3.7428)  0.47
H (0.0537, -3.0540, -1.3257)  0.48
H (-0.9713, -2.1836, 0.8197)  0.52
H (-2.0007, -0.7167, 0.7524)  0.52
H (-2.8665, 0.0842, -1.3079)  0.39
H (-3.3203, -0.3386, -3.7147)  0.43
O (-0.6880, 1.4802, 1.8592)  -0.63
S (-0.0455, 2.4986, 0.9753)  1.18
O (1.0669, 3.1745, 1.5543)  -0.63
N (0.2743, 1.5399, -0.3102)  -0.21
C (-0.2703, 2.0404, -1.4665)  0.46
S (-0.0538, 1.4052, -2.9450)  -0.29
C (-1.1163, 3.2381, -1.1755)  0.29
C (-1.8369, 4.0000, -2.0800)  -0.74
C (-2.5608, 5.0837, -1.6025)  -0.56
C (-2.5558, 5.4202, -0.2503)  -0.53
C (-1.8236, 4.6746, 0.6643)  -0.73
C (-1.1365, 3.5849, 0.1689)  0.40
H (-1.8222, 3.7433, -3.1306)  0.46
H (-3.1338, 5.6858, -2.2942)  0.41
H (-3.1199, 6.2759, 0.0923)  0.42
H (-1.7933, 4.9366, 1.7122)  0.48

Computed properties:
Relative energy (zero: lowest compared OMol25 entry of this formula, charge and spin), kcal/mol: 6.4
Molecular weight, g mol⁻¹: 680.28
LUMO energy (spin up / spin down), eV: -4.2 / -4.2
Frontier orbital gap (spin up / spin down), eV: 7.126 / 7.127
Max |F|, eV Å⁻¹: 0.69
E_HOMO (spin up / spin down), eV: -11.31 / -11.31
Total charge: +1